1.
Below is an isolated molecule of C2H3N3OS at a distorted geometry, with properties calculated with ωB97M-V with the def2-TZVPD basis set.

CARTESIAN COORDINATES (ANGSTROEM)
N  -1.081  2.451  -0.168
C  -0.283  1.596  0.233
C  0.515  0.426  0.164
N  1.793  0.472  -0.271
O  2.434  -0.729  -0.264
N  -0.067  -0.816  0.737
S  -1.550  -1.212  -0.283
H  1.774  -1.247  0.536
H  -0.439  -0.556  1.802
H  -1.915  0.146  -0.176

Results
ΔE to the lowest compared entry with this formula, charge and spin ... 102.3 kcal per mole
HOMO energy ... -0.37193 Ha
LUMO energy ... -0.76 eV
Net charge ... 0
Structure (SMILES) ... N#C/C(=N/O)NS

=====

2.
Below is a structure of composition C2H2Br2O at a distorted geometry, with properties calculated with ωB97M-V with the def2-TZVPD basis set.

CARTESIAN COORDINATES (ANGSTROEM)
C  0.427  -0.789  0.106
C  -0.094  0.501  -0.338
O  0.602  -1.747  -0.575
Br  -2.058  0.014  0.128
Br  0.449  1.917  0.888
H  0.651  -0.688  1.254
H  0.024  0.792  -1.463

Results
ΔE to the lowest compared entry with this formula, charge and spin ... 5.7 kcal per mole
HOMO energy ... -0.38945 Ha
LUMO energy ... -0.58 eV
Net charge ... 0

=====

3.
Below is a cluster of 2 separate species, C4H5BrF2 in total at a distorted geometry, with properties calculated with ωB97M-V with the def2-TZVPD basis set.

CARTESIAN COORDINATES (ANGSTROEM)
C  0.874  0.886  0.686
C  2.057  0.804  0.063
C  -1.953  -0.264  -0.198
C  -0.517  -0.756  -0.297
F  3.125  1.552  0.423
F  2.324  0.163  -1.065
Br  -0.068  -2.285  0.557
H  0.789  1.013  1.747
H  -2.069  0.385  -1.042
H  -2.157  0.167  0.714
H  -2.538  -1.109  -0.431
H  0.132  -0.556  -1.156

Results
ΔE to the lowest compared entry with this formula, charge and spin ... 88.6 kcal per mole
HOMO energy ... -0.32360 Ha
LUMO energy ... -0.02 eV
Net charge ... 0

=====

4.
Below is a structure of composition C16H27GeOReS4Sb at a distorted geometry, with properties calculated with ωB97M-V with the def2-TZVPD basis set.

CARTESIAN COORDINATES (ANGSTROEM)
Re  1.493  0.777  0.612
S  4.095  4.239  -1.593
Sb  3.421  3.783  0.425
S  1.082  3.055  0.520
S  3.576  0.776  0.842
S  4.070  4.128  2.479
C  -1.750  2.361  2.617
Ge  -0.933  0.764  3.305
C  -2.094  -0.737  3.024
C  -0.402  0.926  5.143
C  0.871  0.618  2.351
H  -2.739  2.429  3.077
H  -1.874  2.309  1.534
H  -1.180  3.255  2.870
H  -2.976  -0.562  3.648
H  -1.638  -1.681  3.322
H  -2.414  -0.799  1.986
H  -1.306  0.960  5.756
H  0.163  1.846  5.307
H  0.200  0.073  5.461
H  1.651  0.669  3.109
C  0.473  -2.612  0.840
C  -0.538  -2.930  -0.251
C  -1.978  -2.829  0.272
C  -0.420  -2.160  -1.564
C  -0.892  -2.854  -2.680
C  -0.882  -2.309  -3.944
C  -0.345  -1.047  -4.119
C  0.164  -0.314  -3.053
C  0.754  1.046  -3.370
C  -0.071  2.189  -2.762
C  2.251  1.086  -3.080
C  0.067  -0.885  -1.787
O  0.420  -0.070  -0.604
H  0.432  -3.393  1.604
H  0.250  -1.675  1.339
H  1.498  -2.586  0.458
H  -0.362  -3.968  -0.529
H  -2.239  -1.787  0.478
H  -2.108  -3.408  1.191
H  -2.690  -3.201  -0.466
H  -1.273  -3.859  -2.527
H  -1.274  -2.865  -4.787
H  -0.298  -0.608  -5.109
H  0.669  1.153  -4.449
H  -0.322  2.021  -1.717
H  -1.013  2.291  -3.304
H  0.466  3.138  -2.831
H  2.515  0.674  -2.109
H  2.640  2.098  -3.128
H  2.792  0.477  -3.806

Results
HOMO energy ... -0.44099 Ha
LUMO energy ... -5.95 eV
Net charge ... +1

=====

5.
Below is a structure of composition C25H19IrNO7PS at a distorted geometry, with properties calculated with ωB97M-V with the def2-TZVPD basis set.

CARTESIAN COORDINATES (ANGSTROEM)
Ir  0.191  2.188  0.289
O  0.224  0.983  4.156
C  0.010  1.298  2.922
O  0.850  1.859  2.202
C  -1.313  0.918  2.345
C  -2.330  0.115  3.013
C  -3.439  -0.211  2.354
C  -3.652  0.161  0.913
C  -2.483  0.973  0.297
N  -1.424  1.419  1.175
C  -2.707  2.133  -0.651
O  -3.887  2.443  -1.121
O  -1.716  2.726  -1.039
H  1.101  1.286  4.458
H  -2.167  -0.158  4.047
H  -4.226  -0.769  2.848
H  -4.643  0.610  0.808
H  -4.623  1.991  -0.688
O  0.638  4.252  -0.754
S  1.719  3.558  -1.492
O  0.717  2.526  -2.431
O  2.165  2.465  -0.510
C  1.221  1.333  -2.913
C  1.761  1.301  -4.186
C  2.210  0.105  -4.720
C  2.115  -1.078  -3.994
C  1.600  -1.051  -2.713
C  1.164  0.156  -2.155
P  0.673  0.094  -0.432
C  -0.791  -0.926  -0.236
C  -0.773  -2.187  0.209
C  -2.002  -2.947  0.486
C  -3.202  -2.386  0.385
C  -3.383  -0.985  -0.125
C  -2.091  -0.258  -0.593
C  2.027  -0.565  0.527
C  3.331  -0.336  0.082
C  4.404  -0.774  0.842
C  4.186  -1.432  2.043
C  2.890  -1.651  2.499
C  1.812  -1.201  1.758
H  1.791  2.217  -4.762
H  2.633  0.092  -5.715
H  2.449  -2.012  -4.423
H  1.546  -1.967  -2.134
H  0.171  -2.689  0.384
H  -1.901  -3.976  0.806
H  -4.094  -2.946  0.639
H  -4.152  -0.996  -0.897
H  -2.077  -0.001  -1.656
H  3.506  0.187  -0.848
H  5.414  -0.595  0.498
H  5.027  -1.766  2.636
H  2.725  -2.173  3.433
H  0.807  -1.353  2.134

Results
ΔE to the lowest compared entry with this formula, charge and spin ... 4.7 kcal per mole
HOMO energy ... -0.54470 Ha
LUMO energy ... -8.11 eV
Net charge ... +2

=====

6.
Below is the ion C9H5BrN3O2 with charge +1 at a distorted geometry, with properties calculated with ωB97M-V with the def2-TZVPD basis set.

CARTESIAN COORDINATES (ANGSTROEM)
H  1.583  2.449  2.009
N  0.981  1.857  1.492
C  1.109  0.938  0.677
C  0.027  0.204  0.225
C  -1.271  0.759  0.142
C  -2.335  0.033  -0.286
Br  -4.096  0.784  -0.495
C  -2.236  -1.324  -0.677
C  -0.993  -1.935  -0.590
C  0.051  -1.177  -0.193
N  1.381  -1.676  -0.361
C  2.374  -1.078  -0.069
C  2.649  0.374  0.133
N  3.164  1.055  -1.125
O  3.255  2.245  -1.077
O  3.330  0.404  -2.099
H  -1.211  1.842  0.362
H  -3.077  -1.830  -1.214
H  -0.741  -3.029  -0.824
H  3.315  0.626  0.987

Results
ΔE to the lowest compared entry with this formula, charge and spin ... 3.7 kcal per mole
HOMO energy ... -0.48830 Ha
LUMO energy ... -6.97 eV
Net charge ... +1
Structure (SMILES) ... [H]/N=C1/c2cc(Br)ccc2[N+]#C[C@H]1[N+](=O)[O-]

=====

7.
Below is a structure of composition C17H28ClPZr at a distorted geometry, with properties calculated with ωB97M-V with the def2-TZVPD basis set.

CARTESIAN COORDINATES (ANGSTROEM)
C  0.064  0.430  -4.710
C  1.437  0.968  -5.116
C  -0.165  -0.930  -5.371
C  -1.033  1.401  -5.149
Cl  -0.020  0.187  -2.814
H  -0.137  -0.843  -6.471
H  -1.139  -1.325  -5.062
H  0.609  -1.631  -5.042
H  1.491  1.106  -6.211
H  2.218  0.262  -4.815
H  1.634  1.929  -4.634
H  -1.011  1.547  -6.243
H  -0.903  2.373  -4.662
H  -2.012  1.002  -4.866
C  1.681  -1.451  2.051
C  0.896  -2.316  1.196
C  0.972  -1.818  -0.141
H  0.417  -3.253  1.473
C  1.791  -0.629  -0.149
C  2.235  -0.410  1.196
H  2.900  0.396  1.497
H  1.920  -1.626  3.105
H  0.647  -2.334  -1.037
H  2.134  -0.115  -1.052
C  -2.246  0.938  1.451
C  -2.319  -0.280  2.233
C  -2.185  -1.386  1.313
H  -2.526  -0.349  3.305
C  -2.055  -0.852  -0.005
C  -2.080  0.588  0.068
H  -2.089  1.269  -0.785
H  -2.335  1.955  1.824
H  -2.263  -2.445  1.556
H  -2.081  -1.418  -0.926
Zr  -0.111  -0.090  1.237
C  -0.370  -1.107  5.051
P  0.078  0.108  3.820
C  0.620  2.014  1.576
C  0.978  1.074  5.022
H  -0.867  -2.016  4.718
H  -1.023  -0.551  5.739
H  0.600  -1.355  5.505
H  0.004  2.715  2.154
H  1.656  2.201  1.890
H  0.584  2.369  0.523
H  0.222  1.340  5.779
H  1.760  0.401  5.400
H  1.422  1.960  4.579

Results
ΔE to the lowest compared entry with this formula, charge and spin ... 4.1 kcal per mole
HOMO energy ... -0.58004 Ha
LUMO energy ... -10.00 eV
Net charge ... +2

=====

8.
Below is a structure of composition C22H34AuN5O5P3S at a distorted geometry, with properties calculated with ωB97M-V with the def2-TZVPD basis set.

CARTESIAN COORDINATES (ANGSTROEM)
Au  0.243  -0.692  -0.594
C  -1.339  2.720  0.016
P  -1.448  0.901  -0.157
C  -2.858  0.739  -1.315
C  -1.996  0.428  1.522
C  -3.329  0.188  1.848
C  -3.670  -0.257  3.116
C  -2.682  -0.473  4.065
C  -1.354  -0.203  3.763
C  -0.992  0.258  2.502
P  0.715  0.787  2.070
C  0.979  2.088  3.354
C  1.812  -0.533  2.749
H  -2.297  3.054  0.417
H  -1.165  3.200  -0.946
H  -0.545  2.987  0.708
H  -3.823  0.761  -0.811
H  -2.761  -0.187  -1.879
H  -2.817  1.570  -2.019
H  -4.113  0.325  1.113
H  -4.707  -0.461  3.352
H  -2.950  -0.837  5.049
H  -0.597  -0.347  4.526
H  0.851  1.688  4.362
H  0.279  2.910  3.208
H  1.993  2.475  3.248
H  1.317  -1.116  3.525
H  2.695  -0.057  3.174
H  2.133  -1.197  1.946
N  -4.993  -3.410  0.000
C  -4.421  -3.443  1.234
O  -5.048  -3.401  2.273
C  -2.918  -3.466  1.249
C  -2.233  -4.299  2.124
C  -0.855  -4.208  2.193
C  -0.212  -3.245  1.435
N  -0.870  -2.414  0.623
C  -2.191  -2.549  0.512
H  -5.997  -3.471  -0.057
H  -4.456  -3.612  -0.825
H  -2.785  -5.008  2.729
H  -0.289  -4.858  2.846
H  0.866  -3.128  1.471
H  -2.693  -1.878  -0.176
O  1.913  -1.229  -3.040
S  1.822  -2.516  -2.024
O  2.717  -3.501  -2.507
O  2.241  -1.844  -0.745
O  0.403  -2.805  -1.991
C  2.104  3.432  -3.100
N  2.356  2.368  -4.046
C  3.783  2.027  -4.053
N  4.289  1.698  -2.722
C  4.025  2.784  -1.805
N  2.579  3.060  -1.759
C  1.830  2.075  -1.132
P  1.932  0.268  -2.265
C  1.502  1.215  -3.818
C  3.805  0.425  -2.221
H  1.035  3.641  -3.054
H  2.631  4.330  -3.420
H  4.338  2.883  -4.433
H  3.938  1.175  -4.714
H  4.544  3.679  -2.144
H  4.369  2.520  -0.805
H  0.763  2.274  -1.132
H  2.203  1.789  -0.155
H  0.457  1.532  -3.769
H  1.601  0.513  -4.646
H  4.190  -0.386  -2.841
H  4.151  0.265  -1.199

Results
ΔE to the lowest compared entry with this formula, charge and spin ... 75.0 kcal per mole
HOMO energy (alpha / beta) ... -0.37688 / -0.37903 Ha
LUMO energy (alpha / beta) ... -4.30 / -4.31 eV
Net charge ... +1

=====

9.
Below is the ion C7H13N2 with charge +1 at a distorted geometry, with properties calculated with ωB97M-V with the def2-TZVPD basis set.

CARTESIAN COORDINATES (ANGSTROEM)
C  -0.497  2.026  0.279
C  -0.514  0.734  0.396
N  0.762  -0.283  0.902
C  2.088  0.143  0.487
C  2.362  0.285  -1.010
C  0.281  -1.624  0.534
C  -1.110  -1.446  0.343
N  -1.493  -0.198  0.095
C  -2.823  0.022  -0.344
H  -1.398  2.399  -0.063
H  0.301  2.699  0.395
H  2.722  -0.483  1.178
H  2.315  1.043  1.049
H  1.286  0.391  -1.392
H  2.946  1.096  -1.352
H  2.844  -0.592  -1.432
H  0.757  -2.408  1.254
H  0.690  -1.804  -0.432
H  -1.943  -2.192  0.380
H  -2.957  -0.744  -1.136
H  -3.071  1.075  -0.664
H  -3.543  -0.139  0.535

Results
ΔE to the lowest compared entry with this formula, charge and spin ... 94.7 kcal per mole
HOMO energy ... -0.47484 Ha
LUMO energy ... -5.21 eV
Net charge ... +1
Structure (SMILES) ... C=C1N(CC)CC=[N+]1C

=====

10.
Below is a structure of composition C33H51AgF5N6O4P2Te, with properties calculated with ωB97M-V with the def2-TZVPD basis set.

CARTESIAN COORDINATES (ANGSTROEM)
Ag  -0.399  0.528  0.031
O  4.776  -0.215  2.829
C  3.797  -0.233  3.779
C  4.148  -0.111  5.122
C  3.191  -0.174  6.118
C  1.862  -0.387  5.781
C  1.519  -0.502  4.446
C  2.458  -0.414  3.417
C  1.894  -0.394  2.017
O  0.705  -0.753  1.872
N  2.712  0.043  1.049
N  2.000  0.381  -0.041
C  2.605  0.545  -1.150
C  1.849  0.905  -2.346
C  2.538  1.213  -3.524
C  1.828  1.473  -4.678
C  0.442  1.431  -4.634
C  -0.159  1.135  -3.420
N  0.511  0.866  -2.308
H  5.527  0.275  3.179
H  5.191  0.051  5.376
H  3.485  -0.052  7.153
H  1.099  -0.440  6.546
H  0.488  -0.638  4.147
H  3.683  0.420  -1.234
H  3.620  1.250  -3.508
H  2.347  1.710  -5.599
H  -0.164  1.626  -5.509
H  -1.241  1.118  -3.343
F  3.024  3.236  0.778
Te  1.373  2.832  1.688
F  0.664  3.117  -0.181
F  -0.122  3.018  3.141
F  2.553  3.039  3.218
F  1.108  4.687  1.756
O  -1.882  3.145  1.202
C  3.201  -4.390  -2.864
N  2.557  -3.326  -2.117
C  3.451  -2.667  -1.170
P  0.934  -3.367  -1.747
O  0.456  -2.111  -1.150
N  0.218  -3.824  -3.188
C  0.533  -2.961  -4.329
C  -1.225  -4.042  -3.088
N  0.594  -4.647  -0.716
C  0.851  -6.018  -1.119
C  0.959  -4.391  0.680
H  3.975  -3.969  -3.514
H  2.481  -4.916  -3.488
H  3.686  -5.117  -2.200
H  4.219  -2.107  -1.709
H  3.953  -3.407  -0.534
H  2.906  -1.973  -0.536
H  1.583  -2.679  -4.320
H  -0.062  -2.041  -4.308
H  0.318  -3.498  -5.255
H  -1.458  -4.668  -2.229
H  -1.573  -4.543  -3.994
H  -1.765  -3.093  -2.980
H  0.655  -6.149  -2.182
H  0.192  -6.691  -0.562
H  1.886  -6.322  -0.914
H  0.768  -3.350  0.943
H  2.019  -4.614  0.859
H  0.365  -5.031  1.337
C  -5.328  -0.232  -0.716
C  -3.901  0.274  -0.918
C  -3.908  1.707  -1.459
C  -3.221  -0.636  -1.950
P  -2.785  0.244  0.587
C  -3.011  -1.496  1.152
C  -4.027  -1.976  1.983
C  -4.167  -3.330  2.246
C  -3.307  -4.246  1.655
C  -2.292  -3.787  0.833
C  -2.126  -2.425  0.607
C  -3.448  1.335  1.966
C  -4.957  1.343  2.243
C  -3.149  2.831  1.683
C  -2.656  0.897  3.207
H  -5.826  -0.287  -1.690
H  -5.920  0.427  -0.082
H  -5.340  -1.232  -0.281
H  -4.347  1.716  -2.461
H  -2.898  2.121  -1.519
H  -4.503  2.372  -0.832
H  -3.732  -0.526  -2.912
H  -3.276  -1.685  -1.654
H  -2.165  -0.390  -2.081
H  -4.727  -1.297  2.439
H  -4.955  -3.667  2.908
H  -3.425  -5.306  1.845
H  -1.609  -4.482  0.361
H  -1.293  -2.097  -0.003
H  -5.506  1.828  1.434
H  -5.134  1.932  3.149
H  -5.406  0.370  2.406
H  -3.879  3.197  0.954
H  -1.315  3.419  1.955
H  -3.355  3.352  2.629
H  -3.021  -0.047  3.612
H  -2.742  1.667  3.978
H  -1.591  0.790  2.989

Results
ΔE to the lowest compared entry with this formula, charge and spin ... 0.0 kcal per mole
HOMO energy ... -0.17312 Ha
LUMO energy ... 2.21 eV
Net charge ... -1

=====

11.
Below is a structure of composition C5H5NO at a distorted geometry, with properties calculated with ωB97M-V with the def2-TZVPD basis set.

CARTESIAN COORDINATES (ANGSTROEM)
O  0.920  -1.102  -1.878
C  0.639  1.101  -0.572
C  0.473  0.178  0.636
C  -0.995  0.077  0.972
C  -0.396  -0.960  0.086
C  0.001  -0.583  -1.301
N  -0.141  0.835  -1.556
H  1.386  1.882  -0.661
H  1.258  -0.029  1.353
H  -1.646  0.837  0.549
H  -1.241  -0.246  1.979
H  -0.258  -1.990  0.394

Results
ΔE to the lowest compared entry with this formula, charge and spin ... 68.1 kcal per mole
HOMO energy ... -0.36588 Ha
LUMO energy ... 0.69 eV
Net charge ... 0

=====

12.
Below is a cluster of 2 separate species, C3H12N3O in total at a distorted geometry, with properties calculated with ωB97M-V with the def2-TZVPD basis set.

CARTESIAN COORDINATES (ANGSTROEM)
C  1.802  -0.950  0.359
C  0.688  1.345  -0.111
C  0.838  0.093  0.655
N  -2.018  -0.813  -0.326
N  -0.092  -0.065  1.627
N  0.535  0.892  -1.472
O  -0.293  2.152  0.469
H  1.196  -1.767  0.120
H  2.299  -0.731  -0.565
H  2.509  -1.156  1.169
H  1.621  1.769  -0.075
H  -2.159  -0.543  0.638
H  -1.279  -1.549  -0.317
H  -0.270  -0.966  2.069
H  -0.460  0.758  2.134
H  0.296  1.714  -2.043
H  -0.352  0.332  -1.515
H  -2.820  -1.171  -0.706
H  -0.588  2.865  -0.175

Results
ΔE to the lowest compared entry with this formula, charge and spin ... 60.9 kcal per mole
HOMO energy ... -0.52068 Ha
LUMO energy ... -4.93 eV
Net charge ... +1

=====

Q: What is the formula in the second record?
A: C2H2Br2O